(1)
{"formula": "C2HGaO3", "method": "wB97M-V/def2-TZVPD", "elements": ["Ga", "O", "C", "O", "H", "O", "C"], "positions_angstrom": [[2.74, 2.28, -0.66], [0.44, 0.25, 1.47], [1.03, -0.93, -0.45], [0.70, -1.97, -0.81], [1.40, 1.19, 1.59], [1.73, 1.21, 0.23], [0.75, 0.31, 0.24]], "relative_energy_kcal_mol": 12.98, "total_charge": 3, "e_homo_ha": [-1.0194, -1.1116], "lumo_energy_ev": [-20.064, -20.072], "gap_ev": [7.68, 10.18], "largest_force_ha_per_bohr": 0.1809, "s2": 0.75, "multiplicity": 2}

***

(2)
{"formula": "C2HGdO2", "method": "wB97M-V/def2-TZVPD", "elements": ["C", "C", "O", "Gd", "H", "O"], "positions_angstrom": [[-1.97, -0.40, 0.12], [2.85, 0.14, -0.06], [3.95, -0.06, -0.13], [0.19, 0.52, 0.20], [-2.91, -1.00, 0.11], [-2.10, 0.80, -0.22]], "relative_energy_kcal_mol": 12.15, "total_charge": 2, "e_homo_ha": [-0.6846, -0.7804], "lumo_energy_ev": [-13.467, -10.807], "gap_ev": [5.16, 10.43], "largest_force_ha_per_bohr": 0.1066, "s2": 16.62, "multiplicity": 8}

***

(3)
{"formula": "C2HIN2O", "method": "wB97M-V/def2-TZVPD", "elements": ["N", "C", "O", "H", "I", "N", "C"], "positions_angstrom": [[-2.34, -0.66, -0.85], [-0.23, 0.67, -1.55], [-2.30, -0.10, -1.94], [0.46, 0.02, 0.37], [0.40, 1.77, -3.10], [-1.46, -0.66, -0.02], [-0.28, 0.08, -0.41]], "relative_energy_kcal_mol": 78.97, "e_homo_ha": [-0.3445, -0.3444], "lumo_energy_ev": [-0.996, -0.998], "gap_ev": [8.38, 8.37], "largest_force_ha_per_bohr": 0.0546, "multiplicity": 1}